No. 1
{"formula": "C30H26GeN3O4RhS2", "method": "ωB97M-V/def2-TZVPD", "symbols": ["C", "C", "H", "C", "O", "C", "H", "C", "H", "H", "C", "C", "C", "C", "N", "C", "H", "H", "H", "N", "H", "H", "C", "C", "C", "C", "C", "C", "H", "H", "H", "H", "C", "H", "H", "N", "S", "O", "H", "C", "C", "C", "H", "S", "O", "H", "C", "H", "H", "C", "H", "C", "H", "C", "H", "Ge", "C", "C", "H", "C", "C", "H", "H", "C", "Rh", "O", "C"], "xyz": [[-0.0601, -1.6141, -1.7147], [-2.4562, 1.6287, -2.3991], [4.4582, -0.1385, 0.5264], [4.3314, -0.0846, 1.5971], [-0.1255, -2.7588, -1.7781], [4.2705, 3.4750, -1.5363], [-0.9091, 1.4382, 4.1784], [-4.0629, 0.0385, 2.5518], [2.3904, -1.3146, 4.0844], [-3.1084, 1.5725, 5.4004], [5.1444, 5.6192, -2.5104], [-2.8108, -0.0558, 1.9438], [2.3746, 3.4676, -0.0864], [3.7036, -3.1692, -2.0792], [-1.7270, 0.4763, 2.5713], [-1.1559, 3.6254, -1.0479], [3.1199, 6.6110, -1.0119], [3.3928, 1.7034, -0.6723], [5.3347, 6.6115, -2.1103], [0.3611, 1.7967, -0.3921], [5.0472, 2.9434, -2.0668], [-3.7834, 3.1493, -3.1297], [2.4626, -3.9742, 0.2715], [3.3592, 2.7766, -0.7675], [3.1909, 5.5349, -0.9463], [4.1944, 4.8631, -1.6396], [3.2295, -2.2207, -1.1858], [2.9235, -4.9189, -0.6362], [4.1760, -2.8510, -2.9958], [3.3179, -1.1673, -1.4170], [6.0025, 1.2179, 1.8689], [-2.9557, 0.8068, -2.8953], [-2.9298, 2.9292, -2.5070], [-5.1504, 0.6944, 4.2670], [1.5033, 5.3512, 0.3800], [-1.3824, 1.3289, -1.6969], [-2.5661, -0.8785, 0.4496], [-0.5694, 0.4394, 1.9981], [4.7056, 5.7364, -3.5017], [-1.8342, 1.0461, 3.7850], [5.2085, 0.6708, 2.3570], [2.6131, -2.6372, -0.0230], [-4.9137, -0.3630, 2.0245], [1.1796, 2.5249, 0.8335], [1.8735, 1.4519, 1.5077], [3.9604, 0.0149, 5.4312], [5.0663, 0.7196, 3.7337], [1.9802, -4.2888, 1.1850], [5.7552, 1.3047, 4.3242], [2.2780, 4.8431, -0.1726], [-2.6426, 4.9429, -1.8221], [-3.0462, 1.1213, 4.4240], [6.0885, 5.0939, -2.6198], [-4.1853, 0.6219, 3.7922], [3.9214, -5.2541, -2.4969], [1.6017, -1.2521, 1.1803], [-0.7110, 2.2924, -1.0307], [3.1744, -0.7506, 3.5992], [1.0790, -2.2224, 2.3209], [3.2831, -0.7343, 2.2212], [4.0624, -0.0019, 4.3551], [-0.6474, 4.3597, -0.4474], [2.7858, -5.9678, -0.4243], [-2.2715, 3.9290, -1.7985], [-0.2906, -0.3083, -0.2022], [0.3252, 3.3872, 1.5986], [3.5521, -4.5159, -1.8006]], "forces_ev_per_angstrom": [[-0.050, -3.058, 1.864], [-0.618, 0.526, -0.422], [-0.075, 0.113, -0.167], [0.212, 0.300, 0.153], [0.208, 2.871, -1.122], [-0.120, 0.002, 0.072], [0.062, 0.002, -0.025], [0.047, -0.013, -0.080], [-0.197, 0.096, 0.050], [0.087, 0.078, 0.050], [-0.022, 0.037, -0.072], [0.514, 0.132, 0.299], [-0.417, -0.058, 0.305], [0.210, 0.199, -0.040], [-1.633, -0.477, -0.263], [0.119, -0.303, 0.117], [0.033, 0.084, -0.013], [0.152, -0.164, -0.059], [0.051, 0.071, -0.007], [1.284, -2.152, 0.494], [0.066, -0.052, -0.033], [-0.067, -0.036, 0.051], [-0.035, -0.315, -0.147], [0.088, -0.104, -0.007], [0.051, -0.049, -0.040], [-0.119, 0.004, 0.110], [0.039, -0.150, -0.336], [0.134, -0.063, 0.325], [0.113, -0.009, -0.102], [0.007, 0.093, -0.092], [0.108, 0.016, 0.015], [-0.043, -0.023, -0.017], [0.072, -0.306, -0.113], [-0.089, -0.016, 0.036], [-0.058, 0.142, 0.051], [0.719, -0.228, 0.994], [1.013, -0.476, -0.860], [1.561, -0.427, -2.015], [0.056, 0.050, -0.088], [0.182, 0.296, 0.391], [0.245, -0.288, -0.229], [-1.844, 1.759, 0.368], [-0.080, -0.037, -0.023], [0.419, 0.032, -0.191], [-0.198, 0.310, -0.430], [0.078, 0.001, 0.071], [0.054, 0.094, 0.107], [-0.149, -0.069, 0.064], [0.007, 0.105, 0.054], [-0.164, -0.032, 0.199], [0.013, 0.086, -0.030], [-0.072, -0.131, -0.245], [0.093, -0.021, -0.023], [0.189, -0.010, -0.064], [-0.024, -0.056, -0.074], [3.308, -2.718, 1.057], [-1.290, 0.708, -0.833], [0.019, 0.334, 0.091], [-0.716, 0.559, -0.589], [-1.811, 0.317, -0.852], [0.140, -0.313, 0.257], [0.027, 0.139, -0.031], [0.052, -0.141, 0.009], [0.058, -0.163, -0.003], [-2.032, 2.861, 2.397], [0.023, 0.165, -0.156], [0.007, -0.121, -0.158]], "e_tot_ha": -4607.4626, "multiplicity": 2, "lumo_ha": [-0.203, -0.227], "gap_ev": [5.227, 4.550], "s2": 0.7832, "charge": 1}


No. 2
{"formula": "C17H26N3", "method": "ωB97M-V/def2-TZVPD", "symbols": ["C", "H", "H", "C", "H", "C", "H", "H", "H", "H", "H", "H", "H", "H", "H", "H", "C", "H", "H", "N", "N", "H", "C", "H", "N", "H", "C", "H", "C", "H", "C", "C", "H", "C", "H", "C", "C", "C", "H", "H", "C", "C", "H", "C", "H", "C"], "xyz": [[4.0109, 1.1169, -1.5625], [-1.9493, 0.5119, 1.4341], [2.5800, -2.1300, 0.5602], [0.5430, 1.1723, 2.3462], [-0.2680, -3.6316, 2.0712], [-3.5694, 1.3181, -0.6506], [0.2710, -1.6832, -1.1888], [0.0175, 0.5114, 3.0369], [-2.0894, 0.9131, -2.1730], [4.7073, 1.2768, -2.3688], [4.1223, 3.1351, -0.8826], [-2.0032, 2.7936, -0.5918], [1.6752, -2.6843, -1.6240], [-4.2968, 2.0342, -1.0349], [-2.1592, -1.0949, -0.5969], [-3.7703, -1.4504, -1.2065], [3.6758, 2.1671, -0.7204], [-0.1181, -4.0986, -0.5933], [2.5358, 2.8319, 0.9760], [1.2988, 0.3166, 1.4516], [1.8982, -1.5000, 0.1205], [1.3338, -4.0828, 0.3997], [-2.5006, 2.1125, 0.1030], [-2.3918, -1.5311, -2.2985], [0.0265, -1.6394, 1.6907], [-0.9097, 0.6786, 0.0122], [1.0685, -2.3178, -0.7941], [-2.9948, 2.7213, 0.8626], [-0.4596, 2.0536, 1.5974], [1.2514, 1.7874, 2.9062], [2.2184, 0.7557, 0.5097], [0.9557, -0.9696, 1.2162], [0.0677, 2.7442, 0.9364], [3.4663, -0.1478, -1.3740], [3.7351, -0.9707, -2.0168], [0.5060, -3.4681, 0.0378], [-1.4537, 1.2319, 0.7803], [-2.8180, -0.9888, -1.4559], [-1.3863, -2.8746, 0.9510], [-0.9963, 2.6469, 2.3381], [2.7801, 2.0078, 0.3272], [-3.0273, 0.4794, -1.8171], [-3.7327, 0.5212, -2.6480], [2.5729, -0.2971, -0.3395], [-4.0952, 0.6665, 0.0494], [-0.3286, -2.9451, 1.2234]], "forces_ev_per_angstrom": [[0.053, -0.013, -0.048], [0.000, -0.133, -0.011], [-0.097, 0.133, 0.036], [-0.329, 0.436, 0.144], [-0.063, -0.034, -0.134], [0.173, 0.233, -0.175], [0.155, 0.078, 0.046], [0.113, 0.070, 0.013], [0.025, 0.053, -0.083], [0.073, 0.014, -0.080], [0.044, 0.100, -0.017], [0.005, 0.092, -0.009], [0.055, 0.152, 0.122], [-0.082, -0.036, 0.051], [0.099, -0.059, 0.160], [-0.068, -0.110, 0.063], [0.010, -0.106, -0.058], [0.082, -0.022, -0.044], [-0.063, 0.101, 0.081], [0.499, 0.151, 0.008], [0.003, 0.183, 0.541], [0.035, -0.054, -0.056], [-0.077, -0.333, 0.045], [0.040, -0.140, -0.047], [0.157, 0.617, 0.254], [0.019, -0.161, -0.047], [-0.536, -0.635, -0.553], [0.033, 0.099, 0.025], [0.004, -0.388, -0.030], [-0.013, -0.127, 0.041], [0.317, -0.211, -0.501], [-0.323, -0.765, 0.139], [0.004, 0.106, 0.027], [-0.146, -0.089, 0.125], [0.047, -0.110, -0.096], [-0.056, 0.221, 0.174], [-0.052, 0.463, 0.032], [0.018, 0.181, -0.195], [0.084, -0.152, -0.019], [0.027, 0.093, 0.032], [-0.151, -0.193, 0.130], [-0.120, -0.085, 0.166], [0.070, 0.038, -0.060], [0.221, 0.856, -0.086], [-0.113, -0.011, 0.055], [-0.175, -0.503, -0.160]], "e_tot_ha": -827.4214, "smiles": "CCCCCCCN1C2=NCCC[N@H+]2c2ccccc21", "lumo_ha": -0.106, "gap_ev": 8.958, "charge": 1}